{
  "formula": "C36H37MoN6P",
  "method": "ωB97M-V with the def2-TZVPD basis set",
  "symbols": ["Mo", "C", "N", "C", "C", "C", "C", "C", "C", "N", "C", "C", "C", "C", "C", "C", "N", "C", "C", "C", "C", "C", "N", "H", "H", "H", "H", "H", "H", "H", "H", "H", "H", "H", "H", "H", "H", "H", "H", "H", "H", "C", "C", "C", "C", "C", "C", "P", "C", "C", "C", "C", "C", "C", "C", "C", "C", "C", "C", "C", "H", "H", "H", "H", "H", "H", "H", "H", "H", "H", "H", "H", "H", "H", "H", "N", "N", "H", "H", "H", "H"],
  "positions_angstrom": [[-0.84513, -0.78107, 0.39480], [-3.60365, -0.07858, 1.49885], [-3.06290, -0.73618, 0.29704], [-3.55499, -2.12849, 0.24331], [-2.62425, -3.04561, -0.49807], [-3.09910, -4.18634, -1.13219], [-2.20406, -5.07002, -1.71733], [-0.84869, -4.75853, -1.67167], [-0.45160, -3.58702, -1.05402], [-1.31125, -2.74974, -0.44471], [-3.49517, 0.02783, -0.90198], [-2.51508, -0.17077, -2.02322], [-2.87109, -0.15263, -3.36358], [-1.88984, -0.31286, -4.33353], [-0.57628, -0.51022, -3.91863], [-0.30425, -0.52735, -2.56608], [-1.23958, -0.33830, -1.62281], [-2.85315, 1.20313, 1.72007], [-3.42397, 2.26963, 2.39680], [-2.68415, 3.42564, 2.59865], [-1.39127, 3.46301, 2.09883], [-0.88961, 2.35333, 1.44680], [-1.59247, 1.22768, 1.24180], [-3.44952, -0.72454, 2.37556], [-4.68265, 0.10876, 1.40853], [-4.55840, -2.18117, -0.19532], [-3.66062, -2.51263, 1.26741], [-4.15891, -4.37692, -1.17226], [-2.55040, -5.97294, -2.19865], [-0.11697, -5.41233, -2.12000], [0.59661, -3.29785, -1.04695], [-3.52014, 1.10039, -0.65395], [-4.51265, -0.25213, -1.20134], [-3.90395, -0.02283, -3.64226], [-2.14279, -0.30743, -5.38267], [0.21602, -0.66266, -4.63525], [0.70506, -0.70105, -2.21180], [-4.43054, 2.19166, 2.77551], [-3.10022, 4.26817, 3.12783], [-0.76661, 4.33428, 2.21536], [0.12162, 2.39730, 1.07321], [5.18717, -1.56717, -1.47299], [4.79222, -1.80593, -0.16150], [3.63555, -1.22758, 0.32794], [2.86214, -0.40327, -0.50017], [3.26079, -0.17751, -1.82348], [4.43401, -0.73821, -2.29324], [1.40710, 0.47687, 0.15146], [1.40678, 2.03733, -0.79997], [2.61226, 2.73907, -0.92029], [2.63697, 3.97495, -1.53824], [1.46617, 4.52835, -2.04171], [0.27265, 3.81984, -1.96450], [0.23859, 2.58392, -1.34578], [1.92379, 0.87386, 1.87308], [3.17471, 1.42297, 2.14768], [3.52077, 1.75189, 3.44941], [2.64211, 1.50799, 4.49206], [1.39859, 0.94984, 4.23104], [1.03818, 0.64531, 2.93238], [6.09134, -2.01476, -1.85379], [5.40709, -2.41940, 0.48055], [3.39067, -1.36398, 1.37533], [2.68626, 0.47798, -2.46434], [4.77145, -0.50906, -3.29231], [3.53452, 2.31675, -0.54977], [3.57060, 4.51111, -1.61866], [1.48278, 5.50921, -2.48876], [-0.63303, 4.23452, -2.38412], [-0.70562, 2.05056, -1.28454], [3.89181, 1.57677, 1.35778], [4.48524, 2.19147, 3.64789], [2.92064, 1.74167, 5.50677], [0.70660, 0.77307, 5.03977], [0.03092, 0.27421, 2.72857], [-0.42842, -2.06416, 2.35955], [0.65457, -2.08003, 1.43222], [-0.12131, -1.79682, 3.30512], [-0.85978, -2.99149, 2.45590], [0.98392, -3.03199, 1.20288], [1.47580, -1.59076, 1.82866]],
  "forces_ev_per_a": [[0.09, -0.63, 0.94], [-0.07, 0.44, 0.80], [0.14, -0.06, 0.04], [-0.26, -0.89, 0.02], [-0.43, -0.27, -0.13], [0.19, 0.24, 0.04], [0.14, 0.23, 0.16], [-0.05, 0.19, 0.07], [0.45, -0.28, -0.14], [-0.11, 0.06, 0.18], [-0.08, 0.48, -0.63], [-0.45, 0.06, -0.06], [0.16, 0.01, 0.32], [0.15, -0.04, 0.28], [-0.18, 0.02, 0.14], [0.56, 0.02, -0.36], [-0.01, 0.06, -0.43], [-0.58, 0.15, 0.22], [0.15, -0.30, -0.14], [0.22, -0.13, -0.12], [-0.12, -0.20, -0.03], [0.35, 0.64, 0.04], [0.32, -0.61, -0.13], [-0.09, 0.00, -0.27], [0.19, -0.13, -0.05], [0.13, 0.14, 0.07], [0.06, 0.17, -0.13], [-0.18, -0.03, 0.06], [-0.04, -0.07, -0.05], [0.13, 0.01, -0.04], [-0.08, -0.04, -0.02], [0.02, -0.30, 0.02], [0.18, -0.02, 0.13], [-0.17, 0.04, -0.02], [-0.05, 0.03, -0.12], [0.10, 0.00, 0.00], [0.00, -0.02, -0.09], [-0.17, -0.05, -0.02], [-0.10, 0.11, 0.06], [0.08, 0.07, 0.00], [-0.28, 0.03, 0.14], [-0.04, 0.05, 0.00], [0.04, -0.09, -0.05], [-0.08, 0.02, -0.05], [-0.54, -0.19, -0.05], [-0.12, -0.05, 0.14], [0.01, -0.07, -0.02], [1.34, 0.98, 0.05], [-0.47, -0.19, -0.12], [-0.07, -0.22, 0.09], [-0.09, 0.11, 0.01], [-0.04, -0.13, 0.07], [0.01, 0.09, -0.05], [0.10, -0.22, -0.04], [-0.50, -0.37, -0.13], [0.02, -0.08, -0.11], [0.02, -0.02, -0.07], [-0.08, -0.07, -0.01], [-0.08, -0.02, 0.16], [-0.06, -0.12, -0.15], [0.15, -0.02, 0.00], [0.01, -0.05, 0.05], [0.08, 0.04, 0.05], [0.03, 0.04, -0.04], [0.01, -0.06, -0.12], [0.04, 0.04, -0.01], [0.06, 0.05, -0.01], [0.02, 0.09, -0.13], [-0.02, 0.05, -0.01], [0.12, 0.11, 0.01], [0.10, 0.05, -0.04], [0.13, 0.03, 0.02], [0.06, 0.08, 0.12], [-0.07, -0.01, 0.13], [0.33, 0.20, 0.23], [-0.52, -0.13, 0.24], [0.55, 0.07, -0.07], [-0.07, 0.21, -0.40], [0.15, 0.25, -0.28], [-0.39, 0.41, -0.16], [-0.44, -0.03, -0.02]],
  "spin_multiplicity": 3,
  "charge": 4,
  "homo_lumo_gap_ev": [6.451, 5.995],
  "e_homo_ha": [-0.7065, -0.7064],
  "s_squared": 2.03
}

=====

{
  "formula": "C36H37N4O3RbSi",
  "method": "ωB97M-V with the def2-TZVPD basis set",
  "symbols": ["Rb", "O", "C", "C", "C", "C", "C", "C", "C", "N", "C", "C", "N", "C", "C", "C", "C", "C", "C", "C", "O", "H", "H", "H", "H", "H", "H", "H", "H", "H", "H", "H", "H", "H", "H", "C", "Si", "C", "C", "N", "C", "C", "C", "C", "C", "C", "O", "C", "C", "C", "C", "C", "C", "H", "H", "H", "H", "H", "H", "H", "H", "H", "H", "H", "H", "H", "H", "H", "H", "H", "H", "C", "C", "C", "N", "C", "C", "H", "H", "H", "H", "H"],
  "positions_angstrom": [[0.14600, -0.51352, 0.11783], [0.60403, -2.90696, -0.89003], [1.11777, -4.07112, -0.87133], [0.37277, -5.20204, -0.39289], [0.83430, -6.49224, -0.49053], [2.07516, -6.76849, -1.08245], [2.83729, -5.70161, -1.52082], [2.43599, -4.36910, -1.37452], [3.41690, -3.34822, -1.78953], [3.77938, -2.25817, -1.24260], [3.18241, -1.87228, 0.02207], [3.74821, -0.56957, 0.57063], [3.26984, 0.58632, -0.17611], [2.86943, 1.63031, 0.43392], [2.72861, 1.91526, 1.87966], [3.27867, 3.10767, 2.34842], [3.27174, 3.45537, 3.68924], [2.65642, 2.57886, 4.59132], [2.03618, 1.43082, 4.15369], [1.98795, 1.05684, 2.77046], [1.31779, 0.05145, 2.37235], [-0.59609, -4.98359, 0.04223], [0.22229, -7.31051, -0.12299], [2.43232, -7.78639, -1.18427], [3.80433, -5.89424, -1.98057], [3.98539, -3.61241, -2.69100], [3.34412, -2.67034, 0.75684], [2.10615, -1.75955, -0.08434], [4.83829, -0.58388, 0.45944], [3.51089, -0.51545, 1.63430], [2.66581, 2.48389, -0.22569], [3.76003, 3.76904, 1.63128], [3.72611, 4.37822, 4.02847], [2.65357, 2.81666, 5.65102], [1.52949, 0.77164, 4.84983], [-5.29170, -1.48511, 1.61196], [-3.74354, -0.41336, 1.91150], [-4.06456, 0.45863, 3.57578], [-2.36402, -1.63433, 2.28930], [-3.24959, 0.57459, 0.64835], [-3.87523, 1.63311, 0.12398], [-5.18880, 2.08246, 0.47748], [-5.79356, 3.19460, -0.07722], [-5.13882, 3.95632, -1.04194], [-3.85455, 3.56693, -1.41076], [-3.24455, 2.46468, -0.84565], [-1.95187, 2.12219, -1.26252], [-0.95676, 3.02509, -1.05177], [-0.91775, 3.87265, 0.05545], [0.16025, 4.72551, 0.23392], [1.20866, 4.75236, -0.67765], [1.16518, 3.90472, -1.77761], [0.08906, 3.05223, -1.96961], [-5.51359, -2.11808, 2.47827], [-5.12405, -2.14086, 0.75008], [-6.17822, -0.87865, 1.39602], [-4.22654, -0.26668, 4.38043], [-4.93080, 1.12711, 3.54300], [-3.19095, 1.06467, 3.83943], [-2.65666, -2.31674, 3.09472], [-1.46812, -1.10090, 2.62042], [-2.10633, -2.23651, 1.41464], [-5.71270, 1.50827, 1.23478], [-6.79069, 3.47636, 0.24794], [-5.60624, 4.82458, -1.48999], [-3.30188, 4.13929, -2.14848], [-1.72533, 3.84385, 0.77544], [0.18499, 5.37277, 1.10321], [2.05193, 5.41562, -0.52906], [1.97551, 3.90602, -2.49752], [0.04680, 2.38225, -2.81811], [2.00411, -2.12251, -4.82383], [0.67606, -2.43098, -4.56049], [-0.00056, -1.67659, -3.61565], [0.56576, -0.68192, -2.93677], [1.84914, -0.41539, -3.16976], [2.60403, -1.09690, -4.11473], [2.56375, -2.68721, -5.56089], [0.17953, -3.24379, -5.07539], [-1.04445, -1.87562, -3.39488], [2.29589, 0.36799, -2.56574], [3.64223, -0.83534, -4.27338]],
  "forces_ev_per_a": [[-1.13, 0.57, -0.29], [0.14, -0.51, 0.02], [-0.06, 0.08, -0.17], [0.05, 0.01, 0.03], [0.04, 0.07, -0.07], [-0.01, -0.04, -0.01], [-0.02, 0.05, 0.03], [-0.08, -0.08, 0.10], [0.10, 0.12, 0.03], [-0.04, -0.08, -0.07], [0.09, 0.25, 0.05], [0.04, -0.08, 0.14], [0.01, 0.03, -0.04], [0.20, 0.07, -0.13], [-0.01, -0.05, 0.12], [0.06, -0.09, -0.02], [-0.03, 0.02, 0.05], [-0.02, 0.00, -0.11], [0.01, 0.04, 0.00], [-0.05, 0.01, 0.03], [0.40, 0.15, 0.31], [-0.01, -0.02, -0.01], [-0.02, 0.01, 0.01], [-0.01, 0.01, -0.01], [0.02, 0.02, 0.02], [-0.05, -0.03, 0.00], [-0.06, -0.02, 0.03], [0.38, -0.48, -0.08], [0.00, 0.00, -0.05], [-0.01, 0.04, 0.01], [-0.12, -0.12, 0.15], [-0.02, -0.01, -0.03], [0.01, 0.00, -0.01], [-0.02, 0.00, 0.01], [0.00, 0.00, -0.01], [-0.02, 0.06, -0.17], [0.03, -0.23, 0.32], [0.02, 0.14, -0.10], [-0.03, 0.03, 0.05], [0.03, 0.18, -0.15], [0.04, -0.11, 0.27], [0.05, -0.07, -0.02], [0.06, -0.03, -0.04], [-0.07, 0.00, 0.04], [0.10, -0.08, -0.05], [-0.03, 0.14, 0.01], [-0.01, 0.08, -0.15], [0.04, 0.05, 0.13], [-0.08, -0.05, 0.06], [0.02, 0.04, -0.03], [-0.06, 0.01, -0.08], [-0.07, 0.12, -0.01], [0.04, -0.14, -0.06], [0.03, 0.04, -0.01], [-0.03, 0.04, 0.05], [0.05, -0.04, 0.02], [0.00, -0.01, -0.05], [0.03, -0.03, -0.01], [-0.05, -0.04, 0.00], [0.03, 0.00, -0.05], [0.03, -0.03, 0.01], [0.01, -0.04, -0.01], [-0.04, 0.03, -0.03], [0.00, -0.02, 0.01], [0.02, 0.00, 0.01], [0.04, -0.01, 0.00], [-0.02, -0.03, -0.02], [0.01, -0.06, 0.00], [-0.01, -0.02, 0.02], [0.01, -0.02, 0.01], [0.00, -0.06, -0.01], [-0.04, 0.02, 0.04], [0.06, 0.02, -0.04], [0.01, 0.00, -0.01], [0.05, 0.16, -0.04], [-0.14, 0.07, -0.10], [0.00, -0.03, -0.14], [0.01, 0.00, 0.02], [-0.02, 0.02, 0.03], [0.06, -0.02, 0.06], [0.05, -0.05, 0.03], [-0.01, -0.03, 0.09]],
  "charge": -2,
  "homo_lumo_gap_ev": 5.648,
  "e_homo_ha": -0.0617
}

=====

{
  "formula": "C36H37NOP2Pd",
  "method": "ωB97M-V with the def2-TZVPD basis set",
  "symbols": ["Pd", "C", "C", "C", "C", "C", "C", "C", "C", "C", "H", "H", "H", "H", "H", "H", "H", "H", "H", "H", "H", "H", "H", "H", "H", "P", "P", "C", "C", "C", "C", "C", "C", "C", "C", "C", "C", "C", "C", "C", "C", "C", "C", "C", "C", "C", "C", "C", "C", "C", "C", "C", "C", "H", "H", "H", "H", "H", "H", "H", "H", "H", "H", "H", "H", "H", "H", "H", "H", "H", "H", "H", "H", "H", "H", "O", "C", "N"],
  "positions_angstrom": [[0.13962, -0.04703, 5.88341], [-2.26364, -0.05669, 6.94068], [-2.15075, -0.39067, 5.60683], [-2.59945, 0.52927, 4.49885], [-1.46803, 1.31856, 3.81041], [-0.35747, 1.73643, 4.74145], [-0.56565, 2.21072, 6.03323], [-1.89536, 2.46073, 6.64810], [-2.49725, 1.30047, 7.47090], [2.13357, 0.20560, 5.75875], [-2.32356, -0.85951, 7.67746], [-2.19910, -1.45264, 5.32788], [-3.38311, 1.22052, 4.84409], [-3.05986, -0.09902, 3.71745], [-1.03043, 0.66919, 3.02997], [-1.89136, 2.20592, 3.30828], [0.59909, 1.97295, 4.25761], [0.29310, 2.62101, 6.57060], [-2.62543, 2.81151, 5.90582], [-1.74468, 3.28090, 7.36694], [-2.07875, 1.35260, 8.49195], [-3.57871, 1.49562, 7.56949], [2.59485, -0.31444, 6.59956], [2.35538, 1.27444, 5.81204], [2.50224, -0.20961, 4.81303], [0.10566, -2.30686, -3.20209], [2.08243, 0.42827, -3.45745], [-0.46471, -0.70785, -3.81735], [0.33771, 0.39304, -3.92786], [-0.77113, -3.48310, -4.34760], [-1.95442, -3.17728, -5.04103], [-2.56251, -4.14488, -5.85098], [-2.00408, -5.41931, -5.97480], [-0.80987, -5.72634, -5.30444], [-0.18247, -4.76239, -4.51049], [-0.85903, -2.43628, -1.64737], [-0.49883, -1.56475, -0.59662], [-1.23803, -1.56287, 0.58630], [-2.34842, -2.40725, 0.73227], [-2.69073, -3.27692, -0.30865], [-1.95216, -3.29714, -1.49439], [2.74192, 1.17703, -5.04445], [2.70240, 0.38425, -6.21552], [3.06245, 0.92896, -7.45159], [3.47031, 2.26889, -7.53741], [3.54275, 3.04938, -6.37743], [3.18887, 2.50490, -5.13635], [2.14007, 1.85133, -2.30381], [3.27795, 1.92775, -1.46955], [3.44218, 3.01893, -0.61703], [2.47645, 4.03619, -0.57121], [1.33978, 3.93959, -1.37549], [1.15492, 2.84662, -2.23280], [-1.51050, -0.65971, -4.13240], [-0.01571, 1.30208, -4.43484], [-2.41461, -2.19842, -4.95187], [-3.48442, -3.89620, -6.38082], [-2.49212, -6.17745, -6.58528], [-0.36438, -6.72247, -5.39710], [0.75727, -4.99036, -4.00266], [0.34154, -0.87929, -0.72901], [-0.95433, -0.89798, 1.40505], [-2.94239, -2.37955, 1.64971], [-3.54592, -3.94227, -0.20069], [-2.24341, -3.95845, -2.30809], [2.35479, -0.64797, -6.16041], [3.01681, 0.31398, -8.35621], [3.72708, 2.70323, -8.50624], [3.86464, 4.09428, -6.43403], [3.22451, 3.13335, -4.24508], [4.03331, 1.14300, -1.51855], [4.33322, 3.08377, 0.00854], [2.62084, 4.89459, 0.08873], [0.58755, 4.73040, -1.34418], [0.26874, 2.78598, -2.85504], [0.52534, -0.20847, 10.26343], [0.40105, -0.17815, 9.06208], [0.27646, -0.16670, 7.87535]],
  "forces_ev_per_a": [[-0.53, -0.34, 0.40], [-0.42, -1.27, -1.73], [-1.68, -0.38, 1.11], [-0.08, 0.33, -0.70], [-0.02, -0.19, -0.23], [0.14, 0.98, 0.33], [0.69, 0.27, -1.03], [-0.43, 0.36, 0.58], [0.16, 0.66, 0.56], [1.17, -0.13, -0.66], [0.47, 0.15, -0.25], [0.30, 0.33, 0.39], [0.24, -0.33, -0.04], [0.01, 0.26, 0.33], [-0.12, 0.42, 0.23], [0.22, -0.23, 0.03], [-0.31, -0.21, 0.28], [-0.19, -0.21, -0.23], [0.33, -0.07, 0.11], [-0.21, -0.10, -0.32], [-0.20, -0.14, -0.39], [0.22, -0.25, 0.02], [-0.07, 0.05, -0.09], [0.03, -0.09, 0.00], [0.09, 0.13, 0.10], [0.61, -0.77, -0.11], [0.82, -0.29, -0.27], [0.57, 1.62, -0.24], [-1.22, -1.06, -0.40], [0.06, -0.13, 0.00], [0.28, -0.68, -0.02], [0.13, 0.05, 0.08], [0.31, 0.14, 0.30], [-0.10, 0.14, 0.00], [-0.59, 0.47, -0.07], [-0.45, 0.37, 0.11], [-0.38, -0.41, -0.12], [-0.12, -0.10, -0.06], [0.24, -0.03, -0.31], [0.09, 0.11, 0.19], [0.11, 0.31, 0.36], [-0.26, 0.15, -0.15], [0.05, 0.52, 0.21], [0.03, 0.20, 0.18], [-0.04, -0.10, 0.31], [0.00, -0.24, -0.07], [-0.14, -0.20, -0.29], [0.14, 0.15, 0.17], [-0.54, 0.40, -0.25], [-0.13, 0.13, -0.03], [0.15, -0.39, -0.18], [-0.12, -0.06, -0.02], [0.69, 0.17, 0.40], [0.28, 0.32, -0.02], [-0.29, -0.38, 0.28], [0.03, -0.19, -0.01], [0.27, -0.10, 0.15], [0.11, 0.20, 0.10], [-0.19, 0.40, -0.01], [-0.29, 0.07, -0.12], [-0.17, -0.20, 0.09], [-0.08, -0.16, -0.28], [0.22, -0.06, -0.31], [0.15, 0.15, -0.01], [0.06, 0.11, 0.19], [0.10, 0.20, 0.02], [0.00, 0.22, 0.37], [-0.06, -0.16, 0.32], [-0.11, -0.41, -0.01], [0.00, -0.18, -0.24], [-0.19, 0.16, 0.03], [-0.25, -0.01, -0.13], [-0.08, -0.28, -0.22], [0.19, -0.23, 0.01], [0.09, 0.06, 0.09], [-0.23, 0.03, -1.57], [0.22, 0.11, 0.65], [0.22, -0.14, 2.09]],
  "spin_multiplicity": 3,
  "homo_lumo_gap_ev": [7.290, 6.421],
  "e_homo_ha": [-0.2564, -0.2923],
  "s_squared": 2.01
}